Computed, not measured: a 2-piece molecular cluster, Br2HNS overall in a non-equilibrium geometry, with ωB97M-V with the def2-TZVPD basis set.

Each line ends with the Löwdin charge.
Atoms and positions in Å:
1 N -0.0596 0.5765 -0.1189  -0.45
2 S 0.4288 1.0884 1.2304  0.39
3 Br -0.1175 -0.1785 3.0304  0.11
4 Br 0.4294 -1.3353 -3.9218  0.00
5 H -0.6812 -0.1512 -0.2201  -0.04

Computed properties:
Energy (hartree): -5601.4736
HOMO-LUMO gap (spin up / spin down) (eV): 9.89 / 4.80



Computed, not measured: a 2-piece molecular cluster, Br2O3S overall in a non-equilibrium geometry, with ωB97M-V with the def2-TZVPD basis set.

Each line ends with the Löwdin charge.
Atoms and positions in Å:
1 O 0.1867 -1.2767 -1.0832  -0.52
2 O -0.2979 -0.9811 1.2957  -0.51
3 O -1.2468 1.2492 -0.0947  -0.81
4 S -0.6715 -1.4993 0.0159  0.83
5 Br 0.1900 1.5592 -0.7886  0.73
6 Br 1.8395 0.9487 0.6549  0.28

Computed properties:
Energy (hartree): -5771.7884
HOMO-LUMO gap (eV): 8.12



Computed, not measured: one molecule with the formula Br2O4S2 in a non-equilibrium geometry, with ωB97M-V with the def2-TZVPD basis set.

Each line ends with the Löwdin charge.
Atoms and positions in Å:
1 O 1.2810 -1.5799 1.8920  -0.33
2 O 1.8441 0.3817 0.3443  -0.35
3 O -2.2850 0.2765 -1.6647  -0.41
4 O -0.3755 -0.9446 -0.0208  -0.71
5 S 1.2335 -0.9037 0.6352  0.36
6 S -2.2899 -0.8287 -0.8634  0.68
7 Br 2.0616 -2.3471 -0.9471  0.39
8 Br -3.7639 -0.6075 0.7659  0.37

Computed properties:
Energy (hartree): -6245.2466
HOMO-LUMO gap (eV): 7.41